# 1
{
  "formula": "C55H136N9O21Sr",
  "method": "ωB97M-V/def2-TZVPD",
  "species": ["Sr", "O", "C", "O", "O", "H", "C", "O", "C", "C", "N", "C", "C", "O", "C", "H", "H", "H", "H", "H", "H", "H", "H", "H", "H", "H", "H", "H", "H", "H", "C", "O", "C", "C", "N", "C", "C", "O", "C", "H", "H", "H", "H", "H", "H", "H", "H", "H", "H", "H", "H", "H", "H", "H", "C", "O", "C", "C", "N", "C", "C", "O", "C", "H", "H", "H", "H", "H", "H", "H", "H", "H", "H", "H", "H", "H", "H", "H", "C", "O", "C", "C", "N", "C", "C", "O", "C", "H", "H", "H", "H", "H", "H", "H", "H", "H", "H", "H", "H", "H", "H", "H", "C", "O", "C", "C", "N", "C", "C", "O", "C", "H", "H", "H", "H", "H", "H", "H", "H", "H", "H", "H", "H", "H", "H", "H", "C", "O", "C", "C", "N", "C", "C", "O", "C", "H", "H", "H", "H", "H", "H", "H", "H", "H", "H", "H", "H", "H", "H", "H", "C", "O", "C", "C", "N", "C", "C", "O", "C", "H", "H", "H", "H", "H", "H", "H", "H", "H", "H", "H", "H", "H", "H", "H", "C", "O", "C", "C", "N", "C", "C", "O", "C", "H", "H", "H", "H", "H", "H", "H", "H", "H", "H", "H", "H", "H", "H", "H", "C", "O", "C", "C", "N", "C", "C", "O", "C", "H", "H", "H", "H", "H", "H", "H", "H", "H", "H", "H", "H", "H", "H", "H"],
  "coordinates": [[-1.27, -3.70, 1.46], [-0.70, 0.55, 0.35], [-0.87, -0.75, 0.72], [-0.80, -1.69, -0.06], [-1.05, -1.01, 1.88], [-0.93, 0.84, 1.24], [-6.02, 2.60, 0.48], [-5.34, 2.31, 1.67], [-3.94, 2.16, 1.48], [-3.23, 1.97, 2.79], [-1.74, 1.90, 2.62], [-1.10, 3.18, 2.37], [0.42, 3.01, 2.65], [0.58, 2.68, 4.01], [1.95, 2.61, 4.38], [-5.84, 3.60, 0.09], [-7.09, 2.55, 0.69], [-5.81, 1.85, -0.29], [-3.59, 2.93, 0.80], [-3.85, 1.29, 0.83], [-3.68, 1.06, 3.16], [-3.48, 2.76, 3.50], [-1.28, 1.41, 3.37], [-1.56, 3.99, 2.94], [-1.20, 3.46, 1.32], [0.98, 3.92, 2.44], [0.96, 2.23, 2.11], [2.47, 3.55, 4.19], [2.41, 1.74, 3.91], [2.00, 2.59, 5.47], [-2.51, 3.15, -10.60], [-3.53, 2.75, -9.70], [-3.15, 1.69, -8.78], [-4.37, 1.30, -7.95], [-4.10, 0.64, -6.63], [-3.42, 1.56, -5.61], [-3.31, 0.89, -4.24], [-2.84, 1.81, -3.21], [-2.71, 1.34, -1.90], [-1.47, 3.25, -10.32], [-2.90, 4.04, -11.10], [-2.42, 2.39, -11.39], [-2.32, 2.06, -8.17], [-2.92, 0.78, -9.34], [-5.04, 0.62, -8.47], [-5.07, 2.10, -7.73], [-3.66, -0.27, -6.71], [-4.05, 2.44, -5.43], [-2.41, 1.83, -5.89], [-2.53, 0.13, -4.24], [-4.30, 0.46, -4.06], [-3.65, 0.97, -1.47], [-2.42, 2.18, -1.27], [-2.02, 0.51, -1.80], [5.11, 0.37, 1.95], [4.87, 0.04, 0.57], [3.50, -0.21, 0.32], [3.31, -0.55, -1.19], [3.63, -1.93, -1.49], [3.51, -2.33, -2.89], [4.08, -3.72, -3.17], [5.47, -3.69, -2.85], [6.19, -4.95, -2.97], [6.17, 0.41, 2.17], [4.59, -0.35, 2.57], [4.65, 1.34, 2.15], [2.96, 0.70, 0.57], [3.05, -1.06, 0.84], [3.96, 0.14, -1.74], [2.28, -0.36, -1.49], [4.53, -2.16, -1.09], [4.04, -1.64, -3.55], [2.46, -2.33, -3.17], [3.95, -3.93, -4.23], [3.54, -4.50, -2.63], [6.27, -5.10, -4.05], [5.65, -5.71, -2.41], [7.18, -4.73, -2.58], [5.61, 6.39, 2.62], [4.51, 6.08, 1.79], [4.39, 4.68, 1.71], [3.23, 4.50, 0.68], [3.65, 4.52, -0.76], [4.21, 3.22, -1.15], [4.59, 3.08, -2.56], [5.88, 3.59, -2.84], [6.34, 3.36, -4.24], [5.52, 7.43, 2.95], [6.58, 6.18, 2.17], [5.52, 5.82, 3.54], [4.13, 4.40, 2.73], [5.36, 4.29, 1.41], [2.49, 5.30, 0.76], [2.63, 3.62, 0.86], [4.31, 5.27, -0.94], [3.53, 2.39, -0.96], [5.13, 2.98, -0.62], [3.87, 3.59, -3.20], [4.57, 2.02, -2.79], [7.22, 3.99, -4.39], [5.49, 3.70, -4.83], [6.57, 2.32, -4.48], [-1.13, -6.49, -1.17], [-0.50, -5.30, -0.62], [0.95, -5.42, -0.59], [1.56, -4.25, 0.23], [1.22, -4.39, 1.65], [1.68, -3.30, 2.45], [1.04, -3.44, 3.78], [-0.36, -3.43, 3.72], [-0.95, -3.78, 4.96], [-0.95, -7.31, -0.47], [-0.70, -6.67, -2.15], [-2.22, -6.42, -1.29], [1.37, -5.31, -1.59], [1.15, -6.44, -0.27], [1.27, -3.27, -0.16], [2.64, -4.15, 0.11], [1.89, -5.08, 1.95], [1.39, -2.32, 2.07], [2.77, -3.32, 2.58], [1.40, -2.64, 4.42], [1.39, -4.36, 4.24], [-0.56, -4.71, 5.39], [-2.03, -3.95, 4.86], [-0.86, -2.94, 5.64], [-1.46, 0.29, 5.76], [-0.64, -0.64, 6.44], [0.15, 0.13, 7.43], [1.09, -0.83, 8.20], [0.42, -1.97, 8.72], [1.34, -3.08, 9.01], [2.34, -2.74, 10.15], [3.33, -3.75, 10.38], [2.72, -4.91, 10.92], [-1.00, 1.13, 5.25], [-2.23, 0.77, 6.37], [-1.96, -0.27, 4.98], [-0.53, 0.54, 8.18], [0.80, 0.89, 7.01], [1.50, -0.33, 9.08], [1.98, -1.09, 7.62], [-0.13, -2.27, 7.93], [1.85, -3.39, 8.10], [0.69, -3.90, 9.31], [1.90, -2.55, 11.13], [2.86, -1.80, 9.95], [2.18, -4.72, 11.85], [3.47, -5.65, 11.19], [1.99, -5.30, 10.21], [2.24, -6.64, -4.86], [1.56, -5.38, -4.68], [0.13, -5.37, -4.87], [-0.48, -4.20, -3.99], [-0.14, -2.93, -4.66], [-0.37, -1.92, -3.59], [0.08, -0.51, -4.22], [1.53, -0.46, -4.16], [2.13, 0.55, -4.95], [1.70, -7.44, -4.35], [3.25, -6.52, -4.47], [2.23, -6.95, -5.91], [-0.30, -6.30, -4.51], [-0.03, -5.34, -5.94], [-0.12, -4.37, -2.98], [-1.57, -4.32, -4.04], [0.86, -2.77, -4.74], [0.16, -2.15, -2.66], [-1.43, -1.79, -3.38], [-0.35, 0.25, -3.56], [-0.36, -0.34, -5.20], [3.21, 0.46, -4.94], [1.88, 1.55, -4.58], [1.81, 0.49, -5.99], [-6.30, -0.53, 3.06], [-6.18, -1.84, 3.72], [-4.93, -2.10, 4.42], [-3.75, -2.14, 3.47], [-3.58, -3.24, 2.50], [-4.67, -3.25, 1.55], [-4.36, -4.41, 0.53], [-3.11, -4.22, -0.16], [-3.27, -3.44, -1.32], [-7.15, -0.43, 2.38], [-5.42, -0.40, 2.42], [-6.38, 0.26, 3.81], [-4.91, -3.02, 5.01], [-4.80, -1.36, 5.21], [-2.87, -2.21, 4.11], [-3.57, -1.20, 2.94], [-3.62, -4.12, 2.99], [-4.77, -2.30, 1.01], [-5.66, -3.47, 1.93], [-5.16, -4.55, -0.20], [-4.51, -5.32, 1.12], [-3.43, -2.39, -1.07], [-4.09, -3.76, -1.96], [-2.38, -3.47, -1.95], [-3.85, 8.54, -1.68], [-3.18, 7.32, -1.63], [-2.60, 7.00, -0.38], [-1.74, 5.77, -0.45], [-0.41, 6.03, -0.97], [0.42, 4.83, -1.24], [0.04, 4.03, -2.49], [-0.08, 4.91, -3.68], [-0.36, 4.18, -4.88], [-4.67, 8.60, -0.96], [-4.24, 8.68, -2.69], [-3.13, 9.34, -1.50], [-3.44, 6.73, 0.27], [-2.10, 7.85, 0.08], [-2.31, 5.03, -1.02], [-1.57, 5.38, 0.55], [-0.64, 6.36, -1.89], [0.58, 4.21, -0.36], [1.42, 5.19, -1.48], [-0.90, 3.53, -2.25], [0.72, 3.19, -2.62], [-0.21, 4.90, -5.69], [-1.39, 3.86, -4.79], [0.27, 3.30, -5.04]],
  "charge": 1,
  "total_energy_ev": -116468.768,
  "multiplicity": 1,
  "e_lumo_ev": -2.60,
  "e_homo_ha": -0.35979,
  "homo_lumo_gap_ev": 7.19
}

# 2
{
  "formula": "C55H138N6O13",
  "method": "ωB97M-V/def2-TZVPD",
  "species": ["C", "C", "C", "O", "C", "N", "H", "H", "H", "H", "H", "H", "H", "H", "H", "H", "H", "C", "C", "C", "O", "C", "N", "H", "H", "H", "H", "H", "H", "H", "H", "H", "H", "H", "C", "C", "C", "O", "C", "N", "H", "H", "H", "H", "H", "H", "H", "H", "H", "H", "H", "C", "C", "C", "O", "C", "N", "H", "H", "H", "H", "H", "H", "H", "H", "H", "H", "H", "C", "C", "C", "O", "H", "H", "H", "H", "H", "H", "H", "H", "C", "C", "C", "O", "H", "H", "H", "H", "H", "H", "H", "H", "C", "C", "C", "O", "H", "H", "H", "H", "H", "H", "H", "H", "C", "C", "C", "O", "H", "H", "H", "H", "H", "H", "H", "H", "C", "C", "C", "O", "H", "H", "H", "H", "H", "H", "H", "H", "C", "C", "C", "O", "H", "H", "H", "H", "H", "H", "H", "H", "C", "C", "C", "O", "H", "H", "H", "H", "H", "H", "H", "H", "C", "C", "C", "C", "C", "C", "N", "O", "C", "C", "C", "H", "H", "H", "H", "H", "H", "H", "H", "H", "H", "H", "H", "H", "H", "H", "H", "H", "H", "H", "C", "C", "C", "C", "C", "C", "N", "O", "C", "C", "C", "H", "H", "H", "H", "H", "H", "H", "H", "H", "H", "H", "H", "H", "H", "H", "H", "H", "H", "H"],
  "coordinates": [[15.02, 17.12, 17.70], [15.46, 18.11, 18.74], [14.27, 19.02, 18.95], [14.59, 19.96, 19.95], [13.58, 20.83, 20.35], [15.93, 17.39, 19.98], [14.25, 16.42, 18.01], [15.88, 16.52, 17.33], [14.56, 17.65, 16.84], [16.23, 18.75, 18.36], [13.41, 18.43, 19.22], [14.04, 19.52, 18.03], [12.97, 20.30, 21.12], [12.92, 21.12, 19.53], [14.09, 21.67, 20.79], [15.85, 17.99, 20.74], [15.17, 16.70, 20.07], [12.90, 9.29, 19.17], [12.89, 10.80, 19.41], [14.06, 11.37, 18.66], [14.21, 12.72, 18.91], [15.42, 13.26, 18.52], [11.65, 11.46, 18.92], [13.95, 8.98, 19.28], [12.67, 9.05, 18.13], [12.22, 8.80, 19.83], [13.16, 11.03, 20.48], [13.91, 11.25, 17.57], [14.97, 10.81, 18.92], [15.42, 13.40, 17.40], [16.30, 12.58, 18.77], [15.60, 14.26, 18.92], [10.78, 10.99, 19.11], [11.61, 12.44, 19.22], [20.38, 23.25, 10.42], [20.78, 21.85, 11.00], [19.87, 21.41, 12.15], [18.52, 21.38, 11.68], [17.77, 20.48, 12.36], [21.02, 20.94, 9.91], [19.47, 23.23, 9.84], [21.16, 23.61, 9.79], [20.08, 23.94, 11.18], [21.74, 21.95, 11.51], [20.03, 22.16, 12.96], [20.24, 20.42, 12.52], [16.73, 20.63, 12.06], [17.84, 20.63, 13.45], [18.15, 19.47, 12.22], [21.57, 20.17, 10.27], [20.18, 20.70, 9.34], [18.60, 15.62, 7.67], [18.81, 15.72, 9.18], [18.11, 16.98, 9.72], [18.70, 18.16, 9.11], [17.78, 19.04, 8.40], [18.36, 14.58, 9.91], [18.91, 16.60, 7.28], [17.60, 15.25, 7.39], [19.31, 14.91, 7.17], [19.91, 15.78, 9.34], [18.22, 17.05, 10.80], [17.06, 16.86, 9.46], [18.34, 19.90, 8.10], [17.00, 19.38, 9.04], [17.29, 18.60, 7.53], [17.39, 14.32, 9.73], [18.84, 13.74, 9.62], [13.75, 16.82, 13.33], [15.10, 17.50, 12.77], [15.92, 18.07, 13.97], [15.85, 16.56, 11.99], [13.15, 17.56, 13.77], [14.08, 16.10, 14.11], [13.21, 16.26, 12.57], [14.80, 18.35, 12.18], [15.42, 18.91, 14.44], [16.93, 18.31, 13.59], [16.14, 17.31, 14.71], [16.68, 16.25, 12.47], [14.44, 17.76, 8.70], [13.43, 16.70, 8.97], [12.27, 17.23, 9.87], [12.90, 16.02, 7.84], [15.20, 17.36, 8.04], [14.96, 18.03, 9.62], [14.02, 18.62, 8.27], [14.00, 15.96, 9.53], [11.50, 16.47, 10.03], [11.83, 18.11, 9.43], [12.55, 17.63, 10.89], [12.53, 16.66, 7.23], [15.00, 22.53, 17.71], [15.15, 22.37, 16.25], [16.60, 22.73, 15.91], [14.91, 20.99, 15.81], [15.20, 23.56, 17.98], [15.71, 21.91, 18.23], [13.93, 22.36, 18.00], [14.41, 22.95, 15.70], [16.76, 22.63, 14.82], [17.19, 21.98, 16.41], [16.95, 23.74, 16.28], [13.94, 20.86, 15.75], [19.25, 18.10, 18.27], [18.67, 17.95, 16.85], [18.86, 19.26, 16.05], [19.41, 16.91, 16.26], [19.17, 17.16, 18.76], [18.65, 18.79, 18.94], [20.26, 18.44, 18.14], [17.64, 17.65, 16.84], [18.49, 19.17, 15.05], [19.95, 19.38, 15.92], [18.49, 20.13, 16.56], [19.49, 17.08, 15.28], [17.38, 14.64, 14.92], [18.19, 14.15, 13.82], [17.64, 12.87, 13.22], [18.30, 15.15, 12.77], [17.48, 13.93, 15.73], [16.32, 14.64, 14.60], [17.75, 15.56, 15.42], [19.20, 13.90, 14.20], [18.24, 12.49, 12.39], [16.58, 13.05, 13.00], [17.65, 12.17, 14.04], [18.59, 14.75, 11.90], [14.77, 13.65, 8.87], [14.35, 13.20, 10.28], [14.25, 11.72, 10.53], [15.36, 13.61, 11.25], [15.08, 14.74, 8.83], [14.03, 13.61, 8.06], [15.60, 13.07, 8.50], [13.44, 13.75, 10.60], [15.22, 11.20, 10.35], [13.46, 11.20, 9.93], [13.98, 11.56, 11.57], [15.22, 14.59, 11.34], [21.55, 16.45, 13.54], [20.79, 17.57, 12.94], [20.82, 17.62, 11.44], [19.39, 17.53, 13.41], [22.58, 16.56, 13.25], [21.13, 15.45, 13.22], [21.51, 16.50, 14.66], [21.14, 18.53, 13.34], [20.11, 18.28, 10.98], [20.82, 16.59, 11.05], [21.79, 18.01, 11.14], [19.10, 16.60, 13.28], [11.30, 16.43, 16.51], [10.65, 15.27, 15.75], [10.06, 15.77, 14.47], [9.63, 14.71, 13.49], [10.72, 13.67, 13.21], [11.33, 13.14, 14.48], [11.73, 14.32, 15.31], [12.43, 13.92, 16.54], [10.43, 12.04, 15.19], [12.70, 12.54, 14.16], [9.66, 14.72, 16.76], [12.20, 16.68, 15.94], [11.61, 16.17, 17.53], [10.67, 17.32, 16.55], [9.10, 16.34, 14.70], [10.79, 16.40, 13.97], [9.22, 15.12, 12.52], [8.82, 14.11, 13.91], [11.54, 14.10, 12.65], [10.24, 12.82, 12.74], [10.71, 11.10, 14.74], [10.86, 11.92, 16.21], [9.38, 12.18, 15.36], [13.31, 13.14, 13.50], [13.25, 12.36, 15.10], [12.70, 11.59, 13.63], [10.14, 14.29, 17.63], [9.04, 13.88, 16.52], [8.98, 15.55, 17.07], [13.33, 14.05, 16.24], [11.63, 23.92, 16.89], [10.73, 23.04, 16.08], [10.29, 23.74, 14.80], [9.67, 22.89, 13.78], [10.48, 21.64, 13.49], [10.84, 20.84, 14.71], [11.49, 21.76, 15.65], [11.88, 21.05, 16.86], [9.62, 20.04, 15.20], [12.02, 19.95, 14.33], [9.44, 22.77, 16.79], [12.02, 23.55, 17.84], [11.17, 24.88, 17.09], [12.53, 24.13, 16.28], [9.66, 24.58, 15.08], [11.17, 24.19, 14.33], [9.68, 23.44, 12.88], [8.68, 22.54, 13.94], [11.42, 22.00, 13.01], [10.01, 20.98, 12.77], [9.60, 19.85, 16.26], [8.76, 20.56, 14.82], [9.68, 19.06, 14.68], [11.68, 19.37, 13.43], [12.96, 20.48, 14.11], [12.26, 19.16, 15.06], [8.63, 22.32, 16.21], [8.95, 23.72, 17.08], [9.52, 22.24, 17.77], [11.07, 20.65, 17.18]],
  "total_energy_ev": -94825.538,
  "multiplicity": 1,
  "e_lumo_ev": 0.40,
  "e_homo_ha": -0.31656,
  "homo_lumo_gap_ev": 9.01
}